[1]
Below is C20H14As2F6N3SZn as an isolated structure, with properties calculated with ωB97M-V/def2-TZVPD.

For the LUMO energy (spin up / spin down), the calculation gives -0.47 / -3.81 eV. The gap between HOMO and LUMO (spin up / spin down) comes out at 8.401 / 5.057 eV. The HOMO energy (spin up / spin down) comes out at -8.8689 / -8.8677 eV. Its multiplicity is 2. The expectation value of S² is 0.78. The charge is 0.

Positions of all 47 atoms, in Å:
Zn  -0.16228  -0.99744  -2.47960
S  2.15155  -1.69239  -2.33973
C  2.73699  -1.03437  -0.88569
C  4.14006  -1.12662  -0.69521
C  4.72476  -0.66231  0.46109
C  3.92425  -0.12240  1.46359
C  2.54126  -0.03437  1.30007
C  1.93236  -0.45531  0.13675
As  -0.00280  -0.33996  -0.05511
C  -0.43662  1.48986  0.33614
C  0.50721  2.48098  0.56367
C  0.09129  3.78807  0.77722
C  -1.25964  4.10176  0.76310
C  -2.20189  3.11186  0.51939
C  -1.79193  1.80630  0.29623
C  -0.53720  -1.31777  1.51719
C  -1.11074  -0.68991  2.61428
C  -1.46517  -1.44513  3.72631
C  -1.24734  -2.81368  3.74029
C  -0.67660  -3.44000  2.63885
C  -0.32637  -2.69432  1.52515
H  4.73979  -1.56971  -1.47860
H  5.79593  -0.72804  0.59228
H  4.37538  0.23025  2.38192
H  1.93662  0.37226  2.10209
H  1.56507  2.25555  0.54341
H  0.82763  4.56451  0.93828
H  -1.57883  5.12248  0.92740
H  -3.25528  3.35596  0.48646
H  -2.53275  1.04524  0.07643
H  -1.28335  0.37823  2.61090
H  -1.91605  -0.95847  4.58121
H  -1.52886  -3.39725  4.60686
H  -0.51525  -4.50984  2.64339
H  0.10527  -3.19066  0.66252
F  -1.22552  1.00363  -2.79431
As  0.10453  1.77712  -3.67790
F  -0.90048  2.08369  -5.01067
F  -0.21442  3.26594  -2.92247
F  1.50146  2.31528  -4.48475
F  1.10051  1.25697  -2.30439
F  0.38601  0.09449  -4.27173
N  -5.88065  -2.52307  -1.43863
C  -4.93664  -2.64585  -2.09398
N  -3.90514  -2.84357  -2.88310
C  -2.72285  -2.46198  -2.83611
N  -1.57328  -2.20602  -2.88047

Atom charges from the Mulliken analysis, given in e for atoms 1 to 6: 0.05, -0.17, 0.27, -0.48, -0.63, -0.71

=====

[2]
Below is C20H14Co2O9 as an isolated structure at a distorted geometry, with properties calculated with ωB97M-V/def2-TZVPD.

For the LUMO energy, the calculation gives 4.93 eV. The gap between HOMO and LUMO comes out at 5.736 eV. The HOMO energy comes out at -0.8065 eV. Its multiplicity is 1. The charge is -2.

Positions of all 45 atoms, in Å:
C  -3.16910  -3.00409  4.44439
C  -2.26125  -3.28905  3.27435
O  -1.15644  -2.39557  3.30256
C  -0.48706  -2.36344  2.10854
C  0.67955  -1.50586  2.19910
C  1.53160  -1.40154  1.07392
C  2.67864  -0.41108  1.12161
C  2.78221  0.62270  2.06760
C  3.90408  1.47038  2.08914
C  4.92821  1.31826  1.13683
C  4.80854  0.31171  0.16027
C  3.69046  -0.52874  0.14793
O  1.38115  -2.09190  0.04956
O  -0.89576  -2.99725  1.14708
H  -3.98848  -3.72917  4.40335
H  -2.65304  -3.09419  5.40726
H  -3.58453  -1.99264  4.35399
H  -1.89377  -4.32577  3.31384
H  -2.84292  -3.16961  2.35230
H  0.93583  -1.10876  3.18087
H  1.97188  0.73767  2.79238
H  3.96959  2.24857  2.85728
H  5.80398  1.97892  1.15675
H  5.59152  0.17590  -0.59316
H  3.60721  -1.30343  -0.61904
O  2.63781  2.43586  -3.35028
C  1.49024  2.55599  -3.20126
Co  -0.25845  2.66444  -2.96256
C  -0.45254  3.45694  -1.40197
O  -0.61988  3.94897  -0.36373
C  -0.90374  3.84552  -4.04267
O  -1.41563  4.58575  -4.77542
C  -1.21770  1.18871  -3.65021
C  -0.85748  0.30272  -2.59176
C  0.16148  -0.39592  -2.05277
Co  -2.55154  0.89127  -2.49491
C  -3.07176  1.22661  -0.79966
O  -3.32526  1.47319  0.30658
C  -3.27515  -0.71286  -2.82288
O  -3.57550  -1.79405  -3.07775
C  -3.70828  1.95444  -3.34023
O  -4.34668  2.71767  -3.92247
H  -1.23904  0.98218  -4.70886
H  0.00800  -1.09543  -1.22806
H  1.18901  -0.38399  -2.44784

Atom charges from the Mulliken analysis, given in e for atoms 1 to 6: -1.19, -0.16, -0.32, 0.41, -0.95, 0.73

=====

[3]
Below is C20H14CoN2STe4 as an isolated structure at a distorted geometry, with properties calculated with ωB97M-V/def2-TZVPD.

For the LUMO energy (spin up / spin down), the calculation gives 4.07 / 4.06 eV. The gap between HOMO and LUMO (spin up / spin down) comes out at 4.084 / 5.089 eV. The HOMO energy (spin up / spin down) comes out at -0.0139 / -1.0295 eV. Its multiplicity is 4. The expectation value of S² is 3.85. The charge is -2.

Positions of all 42 atoms, in Å:
Co  -0.31690  0.09192  -1.51070
C  -3.46805  3.16936  -1.80737
C  -3.62074  3.42362  -0.45312
C  -2.81182  2.75784  0.46311
C  -1.86993  1.83615  0.01684
C  -1.70018  1.55054  -1.35386
C  -2.51043  2.25120  -2.24296
C  -1.11219  0.97416  0.95477
C  -0.59577  1.38022  2.16340
C  0.06073  0.45178  2.98869
C  0.05717  -0.91490  2.62400
C  0.59193  -1.94628  3.41930
C  0.50007  -3.28094  3.03792
C  -0.16896  -3.62241  1.87022
C  -0.70115  -2.62108  1.05461
C  -0.55228  -1.26735  1.37377
N  -0.99787  -0.31317  0.49472
H  -4.08838  3.68580  -2.53326
H  -4.37744  4.11882  -0.10490
H  -2.93986  2.92243  1.52851
H  -2.40568  2.09149  -3.31354
H  -0.68456  2.42181  2.44923
H  0.53089  0.75889  3.91633
H  1.08093  -1.67517  4.35046
H  0.92700  -4.05691  3.66479
H  -0.27425  -4.66155  1.57889
H  -1.25229  -2.88080  0.16006
Te  0.28081  0.30661  -3.71020
Te  2.61892  -0.42615  -4.80600
Te  1.92302  1.65025  -9.02529
Te  0.99136  0.96509  -6.58311
S  0.26682  -1.83232  -2.22184
C  1.46779  -1.06738  -1.04316
C  2.10005  -1.99519  -0.19076
C  3.00176  -1.55183  0.73686
C  3.28161  -0.18736  0.79704
C  2.69520  0.63467  -0.13151
N  1.82437  0.24482  -1.07987
H  1.86017  -3.04314  -0.28622
H  3.48884  -2.25613  1.39988
H  3.97253  0.21849  1.52305
H  2.92676  1.69409  -0.16880

Atom charges from the Mulliken analysis, given in e for atoms 1 to 6: -0.44, -0.63, -0.47, -0.90, -0.10, -0.08

=====

[4]
Below is one molecule with the formula C20H14F3N5O2S2 at a distorted geometry, with properties calculated with ωB97M-V/def2-TZVPD.

For the LUMO energy, the calculation gives -1.27 eV. The gap between HOMO and LUMO comes out at 8.336 eV. The HOMO energy comes out at -9.6037 eV. Its multiplicity is 1. The charge is 0. The structure (SMILES) is O=S(=O)(Nc1nncs1)c1ccc2c(-c3ccc(C(F)(F)F)cc3C3CC3)ncnc2c1.

Positions of all 46 atoms, in Å:
O  -4.20971  -2.87201  2.17617
O  -2.04643  -3.97768  2.41990
F  5.36314  -0.52721  -2.92658
F  5.75416  1.55976  -3.32162
F  5.09400  0.34512  -5.00054
N  -1.84217  -2.80153  6.99967
N  -1.64481  -2.16185  5.80119
N  -1.43963  1.70834  -2.65230
N  -3.15824  0.96639  -1.20994
S  -3.91622  -3.24505  5.51066
C  -2.97105  -3.48317  6.97158
C  -2.57824  -2.32206  4.93003
C  -2.70384  1.79280  -2.19815
C  1.10541  0.40245  -3.76314
C  2.45825  0.36967  -4.17040
C  3.13233  1.29741  -2.06056
C  -0.71354  -1.72777  0.65680
C  0.80945  0.87193  -2.50042
C  3.49179  0.79945  -3.33290
C  1.82844  1.35047  -1.62251
C  -2.05944  -1.66431  1.00580
C  -2.86829  -0.70578  0.38302
C  -0.60500  0.84243  -2.08059
C  -0.19675  -0.92551  -0.39003
C  -2.34035  0.10390  -0.64224
C  -1.03008  0.02827  -1.03694
N  -2.39760  -1.75643  3.70145
C  4.94580  0.54436  -3.66467
C  0.70885  3.11305  -0.07789
C  2.22265  3.24600  0.14855
C  1.62068  1.89821  -0.24049
S  -2.75652  -2.68982  2.33362
H  -3.25398  -4.09860  7.81347
H  -3.29600  2.54569  -2.67517
H  0.34180  0.06880  -4.43469
H  2.57286  -0.09367  -5.14751
H  3.91090  1.61197  -1.39872
H  -0.03097  -2.44520  1.08624
H  -3.86974  -0.57494  0.74793
H  0.84860  -1.05300  -0.67055
H  -1.47505  -1.31448  3.65206
H  0.28521  3.63217  -1.01160
H  0.05484  3.09756  0.77656
H  2.79174  3.78437  -0.63035
H  2.53844  3.33746  1.20351
H  1.52430  1.12203  0.54227

Atom charges from the Mulliken analysis, given in e for atoms 1 to 6: -0.65, -0.64, -0.25, -0.26, -0.27, -0.53

=====

[5]
Below is one molecule with the formula C20H14F3NO2S at a distorted geometry, with properties calculated with ωB97M-V/def2-TZVPD.

For the LUMO energy, the calculation gives 0.02 eV. The gap between HOMO and LUMO comes out at 8.667 eV. The HOMO energy comes out at -8.6488 eV. Its multiplicity is 1. The charge is 0. The structure (SMILES) is COc1ccc([C@@H]2Sc3ccc(C(F)(F)F)cc3-n3cccc3C2=O)cc1.

Positions of all 41 atoms, in Å:
O  2.07644  1.49205  1.13826
F  0.49094  -6.44777  1.88564
F  -1.26049  -6.04602  3.10112
F  0.74141  -5.36814  3.80403
O  0.04445  4.35160  -4.43211
S  -1.26705  -0.27711  -0.30653
C  1.01465  0.86523  1.05568
C  -0.67981  0.96486  4.31592
C  0.07576  1.60177  3.26450
C  -1.02282  -0.30001  3.91764
C  0.20524  0.66820  2.25368
C  1.28389  2.46863  -3.45519
C  -0.56086  3.48813  -2.31701
C  -0.95339  -3.03607  -0.08108
C  -0.68885  -4.21126  0.61483
C  -0.37959  -2.95106  2.64299
C  1.41470  1.50573  -2.42274
C  -0.43411  2.53838  -1.27445
C  0.30182  3.46518  -3.42237
C  -0.91407  -1.79645  0.60300
C  -0.65266  -1.76103  1.95801
C  -0.37516  -4.21241  1.96754
C  0.51072  1.50415  -1.36420
N  -0.52052  -0.51496  2.62665
C  0.55229  3.99151  -5.73213
C  -0.07385  -5.53599  2.70578
C  0.48613  0.37243  -0.31877
H  -0.95399  1.39486  5.28261
H  0.50954  2.62634  3.26782
H  -1.60324  -1.02910  4.49540
H  1.99936  2.38026  -4.30167
H  -1.39415  4.21673  -2.30604
H  -1.20531  -3.02861  -1.13141
H  -0.83386  -5.15984  0.09596
H  -0.15765  -2.82636  3.70687
H  2.13741  0.69760  -2.51884
H  -1.06378  2.60977  -0.38814
H  0.23722  2.98346  -6.04855
H  0.12950  4.71006  -6.44406
H  1.63550  4.05120  -5.82448
H  1.14824  -0.44596  -0.61415

Atom charges from the Mulliken analysis, given in e for atoms 1 to 6: -0.59, -0.25, -0.23, -0.26, -0.44, -0.06

=====

[6]
Below is C20H14MgN7OS4 as an isolated structure at a distorted geometry, with properties calculated with ωB97M-V/def2-TZVPD.

For the LUMO energy, the calculation gives 1.79 eV. The gap between HOMO and LUMO comes out at 6.569 eV. The HOMO energy comes out at -4.7824 eV. Its multiplicity is 1. The charge is -1.

Positions of all 47 atoms, in Å:
Mg  -0.11266  -0.43395  0.61203
N  -2.41228  1.10956  -2.72973
C  -1.62006  0.21239  -1.95330
N  -1.40893  0.62100  -0.62440
C  -1.39786  1.90445  -0.30210
N  -0.97158  2.32604  0.90612
N  -0.59217  1.27108  1.62108
C  -0.11409  1.31313  2.80647
C  0.11172  0.01177  3.42696
C  0.54962  -0.12705  4.74080
C  0.61931  -1.39133  5.29502
C  0.27118  -2.49179  4.52764
C  -0.08787  -2.27785  3.20669
N  -0.18307  -1.06741  2.67372
C  -1.87861  2.91479  -1.24648
C  -1.90877  4.27469  -0.95198
C  -2.44577  5.17828  -1.84961
C  -2.95110  4.72264  -3.06435
C  -2.91846  3.37921  -3.38219
C  -2.38522  2.46041  -2.47437
H  -2.60926  0.82938  -3.67493
H  -2.03532  -0.79197  -2.00281
H  0.07070  2.22900  3.36352
H  0.83012  0.75344  5.30357
H  0.95805  -1.52418  6.31474
H  0.31149  -3.49495  4.92657
H  -0.30959  -3.10787  2.54560
H  -1.50824  4.59409  0.00054
H  -2.47693  6.23377  -1.61297
H  -3.37145  5.42665  -3.77203
H  -3.30696  3.02134  -4.32872
S  -0.65328  -2.66069  -0.42263
C  -0.15355  -2.75057  -2.07193
C  -0.14685  -4.10831  -2.54316
N  -0.18121  -5.20870  -2.87821
C  0.15362  -1.78391  -2.98943
S  0.12113  -0.03455  -2.75381
C  0.56824  -2.15364  -4.29720
N  0.90849  -2.40753  -5.36931
C  5.18445  -2.77945  0.37111
O  4.23201  -1.81477  -0.05238
C  3.33671  -1.31812  0.82558
S  3.26985  -1.84897  2.39818
S  2.35709  -0.13549  0.08154
H  5.92998  -2.83203  -0.42011
H  4.71327  -3.75435  0.50638
H  5.64412  -2.48770  1.31432

Atom charges from the Mulliken analysis, given in e for atoms 1 to 6: 0.51, -0.09, -0.60, -0.60, 0.65, -1.21

=====

no.,DFT total energy (eV)
1,-222675.6554
2,-114645.5307
3,-101581.8120
4,-62333.3565
5,-45539.4316
6,-82235.6944